(1)
{"formula": "C3H8O", "method": "ωB97M-V with the def2-TZVPD basis set", "symbols": ["C", "C", "O", "C", "H", "H", "H", "H", "H", "H", "H", "H"], "xyz": [[1.42987, 0.27754, -0.55507], [0.55167, -0.35767, 0.60883], [-0.60587, -0.92663, -0.03985], [-1.64037, 0.08493, -0.01244], [2.42624, 0.39647, -0.26551], [1.32080, -0.41633, -1.40650], [0.94537, 1.19829, -0.78215], [0.36090, 0.12994, 1.52788], [1.11110, -1.24291, 1.07248], [-1.35177, 1.19368, -0.42696], [-2.46199, -0.44927, -0.82371], [-2.08593, 0.11195, 1.10301]], "forces_ev_per_angstrom": [[-2.62, -1.41, 1.29], [2.27, -3.45, -1.72], [-0.19, 2.41, 1.11], [-2.36, -1.10, -1.29], [1.57, 0.36, 0.34], [0.24, 0.36, 0.43], [0.06, 0.92, -0.54], [-0.75, 1.67, 0.45], [-0.47, 0.71, -1.09], [-0.45, -2.80, 1.10], [1.93, 2.03, 2.54], [0.78, 0.30, -2.62]], "lowdin_charge": [-0.049, -0.275, -0.265, -0.154, 0.042, 0.087, 0.042, 0.086, 0.125, 0.114, 0.139, 0.108], "mol_weight_g_mol": 60.10, "e_above_lowest_kcal_mol": 46.5, "orbital_gap_ev": 10.87, "energy_ha": -194.26180, "lumo_energy_ha": 0.0405, "smiles": "CCOC", "spin_multiplicity": 1}

---

(2)
{"formula": "C3H8O", "method": "ωB97M-V with the def2-TZVPD basis set", "symbols": ["C", "C", "O", "C", "H", "H", "H", "H", "H", "H", "H", "H"], "xyz": [[-1.48361, 0.15085, 0.39766], [-0.85328, -0.17043, -0.77746], [1.26664, -0.03886, -0.50786], [1.67898, -0.03284, 0.67662], [-2.01122, -0.61508, 0.96243], [-0.33072, 0.10703, 1.32546], [-1.81335, 1.17484, 0.56716], [-0.66604, 0.56908, -1.54454], [-0.71958, -1.20657, -1.06667], [0.51009, 0.02801, 1.59772], [2.06082, -0.96460, 1.13284], [2.08575, 0.89482, 1.11685]], "forces_ev_per_angstrom": [[-0.11, -0.04, -0.28], [-0.18, 0.02, 0.09], [0.13, -0.03, 0.20], [0.00, 0.02, -0.05], [0.13, 0.07, -0.08], [0.19, -0.01, -0.02], [0.08, -0.17, 0.00], [0.00, -0.08, 0.16], [-0.07, 0.16, 0.01], [0.01, 0.06, 0.10], [-0.13, 0.11, -0.04], [-0.06, -0.10, -0.10]], "lowdin_charge": [-0.157, -0.060, -0.163, -0.290, 0.075, 0.087, 0.078, 0.082, 0.085, 0.087, 0.089, 0.088], "mol_weight_g_mol": 60.10, "e_above_lowest_kcal_mol": 95.4, "orbital_gap_ev": 10.57, "energy_ha": -194.18399, "lumo_energy_ha": 0.0399, "spin_multiplicity": 1}

---

(3)
{"formula": "C3H8O2", "method": "ωB97M-V with the def2-TZVPD basis set", "symbols": ["C", "C", "C", "O", "H", "H", "H", "H", "H", "H", "O", "H", "H"], "xyz": [[0.36537, 1.45482, -2.09858], [0.17071, 0.60493, -1.05686], [-1.09201, 0.73165, -0.21009], [-1.27191, -0.28475, 0.85007], [0.73477, 1.12106, -3.06946], [0.28838, 2.52527, -1.91768], [0.60797, -0.39526, -1.02309], [-1.96558, 0.67155, -0.85728], [-1.01577, 1.67999, 0.32418], [-0.36883, -0.38878, 1.17705], [0.85963, -2.41081, 2.83734], [0.96017, -2.60972, 1.89590], [1.72711, -2.69996, 3.14851]], "forces_ev_per_angstrom": [[0.82, -0.61, 1.26], [-1.28, -0.53, -1.51], [0.90, 0.09, 1.99], [0.95, 0.82, -1.57], [0.80, 0.19, 0.57], [-1.11, -0.09, -0.49], [-0.28, -0.08, -0.61], [0.10, 0.04, 0.21], [-0.60, 0.42, -0.26], [-0.29, -0.25, 0.47], [0.59, -0.21, -0.51], [-0.46, 0.08, 0.04], [-0.15, 0.14, 0.42]], "lowdin_charge": [-0.006, -0.157, -0.234, -0.096, 0.054, 0.058, 0.092, 0.117, 0.111, 0.053, -0.061, 0.033, 0.036], "mol_weight_g_mol": 76.09, "e_above_lowest_kcal_mol": 58.4, "orbital_gap_ev": 9.78, "energy_ha": -269.50180, "lumo_energy_ha": 0.0209, "smiles": "C=CCO.O", "spin_multiplicity": 1}

---

(4)
{"formula": "C3H8O2", "method": "ωB97M-V with the def2-TZVPD basis set", "symbols": ["O", "C", "C", "C", "O", "H", "H", "H", "H", "H", "H", "H", "H"], "xyz": [[0.26382, -1.31765, -0.63543], [1.03795, -0.12804, -0.49639], [0.11975, 1.05071, -0.27741], [-1.14994, 0.26734, 1.30702], [-2.02936, -0.41015, 0.55692], [0.86301, -2.05192, -0.81114], [1.63528, 0.03399, -1.40908], [1.74018, -0.22488, 0.34552], [-0.60714, 1.14788, -1.08888], [0.70724, 1.97059, -0.17701], [-0.30978, -0.36005, 1.64016], [-0.67993, 1.27620, 0.78331], [-1.58624, -1.17959, 0.15636]], "forces_ev_per_angstrom": [[0.17, -0.25, -0.08], [0.18, 0.31, 0.07], [0.09, -0.08, -0.17], [0.25, -0.01, 0.03], [-0.04, -0.21, -0.10], [-0.13, 0.08, 0.02], [-0.10, -0.04, 0.12], [-0.12, 0.01, -0.13], [0.06, 0.00, 0.13], [-0.09, -0.12, 0.04], [-0.11, 0.10, -0.05], [-0.01, 0.11, 0.04], [-0.16, 0.11, 0.07]], "lowdin_charge": [-0.099, -0.308, -0.095, -0.119, -0.080, 0.099, 0.116, 0.117, 0.100, 0.097, 0.061, 0.031, 0.080], "mol_weight_g_mol": 76.09, "e_above_lowest_kcal_mol": 107.7, "orbital_gap_ev": 8.37, "energy_ha": -269.42324, "lumo_energy_ha": 0.0216, "spin_multiplicity": 1}

---

(5)
{"formula": "C3H8O2", "method": "ωB97M-V with the def2-TZVPD basis set", "symbols": ["C", "O", "H", "H", "C", "C", "O", "H", "H", "H", "H", "H", "H"], "xyz": [[-0.55038, -3.12759, 1.43843], [-0.58181, -4.30655, 1.68802], [-0.80351, -2.45206, 2.29162], [-0.72845, -2.68227, 0.45593], [-0.52786, 0.90629, -0.73316], [0.57517, 1.84061, -0.29052], [1.82755, 1.45600, -0.91781], [-0.12193, -0.11467, -0.84931], [-1.37558, 0.82734, -0.03553], [-0.96076, 1.10939, -1.71792], [0.80758, 1.57259, 0.74070], [0.45594, 2.91742, -0.41723], [1.98402, 2.05350, -1.65322]], "forces_ev_per_angstrom": [[-2.61, -0.31, 1.62], [0.87, 0.20, -0.77], [0.92, 0.29, -0.26], [0.82, -0.17, -0.59], [-0.75, -0.63, -0.63], [1.38, -1.22, 0.24], [-0.34, 0.39, -0.30], [0.08, 0.44, 0.32], [0.34, 0.28, -0.02], [0.14, 0.37, 0.06], [-0.39, 0.60, 0.29], [-0.53, -0.15, 0.14], [0.07, -0.10, -0.10]], "lowdin_charge": [-0.143, -0.009, 0.082, 0.069, -0.103, -0.295, -0.102, 0.071, 0.072, 0.068, 0.105, 0.112, 0.071], "mol_weight_g_mol": 76.09, "e_above_lowest_kcal_mol": 48.0, "orbital_gap_ev": 10.83, "energy_ha": -269.51839, "lumo_energy_ha": 0.0236, "smiles": "C=O.CCO", "spin_multiplicity": 1}

---

(6)
{"formula": "C3H8O2", "method": "ωB97M-V with the def2-TZVPD basis set", "symbols": ["C", "O", "H", "H", "C", "C", "O", "H", "H", "H", "H", "H", "H"], "xyz": [[-1.13005, -1.62677, -2.18116], [-1.97649, -2.46691, -2.18675], [-0.05418, -1.83130, -1.99223], [-1.35899, -0.57992, -2.41434], [0.56785, 0.36549, 1.79210], [0.52713, 1.31794, 0.62686], [-0.13971, 0.73661, -0.51593], [-0.43252, 0.02044, 2.06461], [1.00782, 0.73185, 2.72257], [1.12286, -0.56857, 1.63426], [-0.05575, 2.21786, 0.83557], [1.50258, 1.68330, 0.31902], [0.41945, 0.00000, -0.70458]], "forces_ev_per_angstrom": [[0.21, 0.52, -0.35], [-0.09, -0.49, 0.15], [-0.12, -0.26, 0.12], [-0.06, 0.22, 0.04], [-0.13, -0.93, 0.87], [-0.66, 0.55, -0.40], [0.13, 0.63, 0.79], [-0.12, 0.24, -0.17], [0.01, 0.58, -0.24], [0.09, 0.23, -0.57], [-0.01, -0.16, 0.30], [0.37, -0.14, 0.06], [0.37, -0.97, -0.60]], "lowdin_charge": [-0.162, 0.012, 0.080, 0.077, -0.096, -0.297, -0.093, 0.078, 0.074, 0.074, 0.113, 0.106, 0.034], "mol_weight_g_mol": 76.09, "e_above_lowest_kcal_mol": 40.3, "orbital_gap_ev": 10.92, "energy_ha": -269.53064, "lumo_energy_ha": 0.0295, "smiles": "C=O.CCO", "spin_multiplicity": 1}

---

(7)
{"formula": "C3H8O2", "method": "ωB97M-V with the def2-TZVPD basis set", "symbols": ["C", "C", "C", "O", "H", "H", "H", "H", "H", "H", "O", "H", "H"], "xyz": [[-1.49344, -0.79124, 1.32410], [-0.88652, -0.10579, 0.35740], [-1.24352, -0.28011, -1.12956], [0.19382, 0.70292, 0.67219], [-1.90470, -1.77322, 1.12563], [-1.54964, -0.43904, 2.34846], [-1.95054, -1.09785, -1.16091], [-0.29615, -0.46768, -1.63706], [-1.67788, 0.67734, -1.42512], [0.11064, 1.49340, 0.14784], [2.71883, 0.41595, -0.86092], [1.98081, -0.08761, -0.48746], [3.42471, -0.22554, -0.81169]], "forces_ev_per_angstrom": [[-0.03, -0.03, 0.32], [0.04, -0.99, -0.27], [1.35, 0.41, 2.00], [-1.21, -0.05, 0.04], [-0.78, 0.42, -0.27], [0.79, -0.26, 0.03], [-0.11, -0.01, -0.49], [-0.34, -0.07, -0.58], [-0.11, -0.23, -0.42], [0.37, 0.75, -0.42], [-0.43, -0.31, 0.07], [-0.09, 0.45, 0.09], [0.55, -0.07, -0.12]], "lowdin_charge": [0.040, -0.454, -0.023, 0.013, 0.057, 0.060, 0.075, 0.073, 0.086, 0.096, -0.061, 0.011, 0.028], "mol_weight_g_mol": 76.09, "e_above_lowest_kcal_mol": 35.4, "orbital_gap_ev": 9.78, "energy_ha": -269.53849, "lumo_energy_ha": 0.0290, "smiles": "C=C(C)O.O", "spin_multiplicity": 1}

---

(8)
{"formula": "C3H8O2S", "method": "ωB97M-V with the def2-TZVPD basis set", "symbols": ["C", "O", "C", "C", "S", "H", "H", "H", "H", "H", "H", "H", "H", "O"], "xyz": [[-0.09688, 0.87241, -0.04071], [0.66373, 1.30233, -1.12453], [-0.34925, -0.61142, 0.02279], [-1.55080, -0.92898, 0.96526], [-2.00745, -2.64091, 1.10022], [-1.08828, 1.36668, -0.14947], [0.28595, 1.24156, 0.91836], [-0.63782, -1.00061, -0.95684], [0.51899, -1.19049, 0.34393], [-1.30098, -0.46522, 1.92411], [-2.40933, -0.40394, 0.53463], [1.64390, 0.87290, -1.00566], [3.33663, 1.17071, -1.51110], [2.99160, 0.41499, -1.02099]], "forces_ev_per_angstrom": [[-0.67, 1.32, -0.69], [-0.33, -0.51, 0.63], [-0.61, -1.57, -0.08], [0.44, 0.96, -0.04], [0.22, -0.03, 0.00], [0.12, -0.19, 0.14], [0.28, -0.13, 0.23], [0.24, 0.23, -0.16], [0.15, 0.21, -0.02], [-0.28, -0.29, 0.15], [-0.04, -0.01, 0.09], [0.71, -0.02, -0.42], [0.13, -0.12, 0.05], [-0.35, 0.16, 0.11]], "lowdin_charge": [-0.372, -0.168, -0.260, -0.706, 0.573, 0.105, 0.110, 0.106, 0.109, 0.058, 0.056, -0.025, -0.116, -0.471], "mol_weight_g_mol": 108.16, "e_above_lowest_kcal_mol": 3.5, "orbital_gap_ev": [6.69, 4.46], "s_squared": 0.753, "energy_ha": -667.73171, "lumo_energy_ha": [0.1129, 0.0311], "total_charge": -1, "spin_multiplicity": 2}